DFT (ωB97M-V/def2-TZVPD) results for C17H15F2N3O2 in the gas phase at a distorted geometry.

```
39
Properties=species:S:1:pos:R:3:mulliken_charge:R:1
O 1.18 -1.28 -2.68 -0.631
C 0.17 -1.00 -2.08 0.156
C -0.81 0.07 -2.48 -0.461
C -0.78 1.29 -1.54 -0.711
C 0.59 1.96 -1.60 0.432
O 0.81 2.91 -2.31 -0.648
N 1.50 1.36 -0.78 -0.031
C 2.87 1.61 -0.67 0.480
C 3.60 0.82 0.22 -0.428
C 4.96 1.02 0.39 -0.637
C 5.58 2.01 -0.34 0.301
F 6.91 2.21 -0.18 -0.332
C 4.88 2.81 -1.23 -0.641
C 3.52 2.61 -1.39 -0.279
N -0.14 -1.68 -0.93 -0.195
N -1.26 -1.45 -0.23 -0.029
C -1.54 -2.17 0.78 -0.410
C -2.73 -1.93 1.57 0.715
C -3.62 -0.90 1.24 -0.349
C -4.75 -0.68 2.00 -0.612
C -5.00 -1.51 3.09 0.349
F -6.10 -1.30 3.82 -0.315
C -4.14 -2.54 3.43 -0.575
C -3.01 -2.75 2.67 -0.537
H -0.57 0.39 -3.49 0.366
H -1.81 -0.36 -2.46 0.387
H -1.02 0.98 -0.52 0.356
H -1.52 2.01 -1.88 0.374
H 1.18 0.58 -0.23 0.096
H 3.10 0.04 0.78 0.314
H 5.53 0.41 1.07 0.417
H 5.39 3.58 -1.78 0.420
H 2.96 3.22 -2.08 0.495
H 0.48 -2.45 -0.67 0.281
H -0.89 -3.00 1.10 0.276
H -3.40 -0.28 0.39 0.399
H -5.44 0.11 1.76 0.436
H -4.37 -3.16 4.29 0.440
H -2.33 -3.55 2.93 0.329
```

Total charge   0
Electronic energy   -31872.891 eV
Molecular weight   331.32 g mol⁻¹
SMILES   O=C(CCC(=O)Nc1ccc(F)cc1)N/N=C/c1ccc(F)cc1
2S+1   1
ΔE to the lowest compared entry with this formula, charge and spin   33.28 kcal per mole
Orbital gap   0.3048 Ha